# C42H54CsN14O3S2

A structure of composition C42H54CsN14O3S2 at a distorted geometry (wB97M-V/def2-TZVPD, OMol25).

The calculation puts the maximum force at 0.0740 hartree/bohr. As for the orbital gap: 3.0 eV. Its total charge is -1. As for the relative energy (zero: lowest compared OMol25 entry of this formula, charge and spin): 316.6 kJ/mol. The value obtained for the energy is -3441.6632 a.u. The spin multiplicity is 1.

Each line ends with the Mulliken charge.
CARTESIAN COORDINATES (ANGSTROEM)
Cs 0.91 0.22 0.19  0.756
C -5.64 2.51 0.00  0.167
C -4.44 2.83 -0.65  0.367
C -3.86 1.70 -1.27  0.579
C -4.73 0.60 -0.93  -0.210
C -5.79 1.09 -0.16  0.433
C -6.88 0.33 0.56  -1.474
C -4.36 -0.85 -1.25  -0.404
C -2.72 1.69 -2.18  0.616
C -3.85 4.20 -0.71  -1.217
C -6.57 3.37 0.79  -1.454
H -7.91 0.62 0.22  0.268
H -6.71 0.44 1.63  0.267
H -6.73 -0.73 0.30  0.356
H -4.92 -1.33 -2.12  0.161
H -4.53 -1.40 -0.33  0.114
H -3.29 -0.98 -1.43  -0.336
H -2.94 2.26 -3.14  0.207
H -2.49 0.62 -2.46  -0.166
H -1.83 2.22 -1.77  -0.307
H -2.80 4.26 -0.41  -0.087
H -4.37 4.89 -0.07  0.331
H -3.78 4.60 -1.71  0.241
H -7.63 3.19 0.50  0.262
H -6.36 4.41 0.62  0.444
H -6.57 3.15 1.87  0.205
C -4.76 -7.45 0.16  -1.372
C -3.61 -6.46 0.38  1.094
C -2.35 -6.88 -0.06  -0.989
C -1.30 -5.96 -0.20  -0.175
C -1.53 -4.67 0.26  -0.326
C -2.75 -4.26 0.76  -0.303
C -3.80 -5.16 0.85  -0.972
S -0.19 -3.50 0.07  1.464
O -0.01 -2.75 1.32  -0.778
O 0.95 -4.27 -0.36  -0.785
N -0.70 -2.25 -0.86  0.096
C -0.84 -2.45 -2.19  0.318
C -0.89 -3.66 -2.94  -0.517
C -0.78 -3.65 -4.30  -0.526
C -0.63 -2.42 -4.98  -0.918
C -0.80 -1.26 -4.21  -0.216
N -0.90 -1.26 -2.86  -0.063
H -4.70 -8.40 0.75  0.301
H -4.75 -7.76 -0.93  0.290
H -5.73 -6.99 0.40  0.351
H -2.22 -7.90 -0.35  0.425
H -0.40 -6.22 -0.75  0.517
H -2.88 -3.24 1.14  0.380
H -4.77 -4.82 1.24  0.325
H -0.91 -4.56 -2.38  0.299
H -0.86 -4.62 -4.81  0.386
H -0.35 -2.44 -6.05  0.341
H -0.91 -0.28 -4.64  0.383
N 4.93 -0.29 1.82  0.091
C 5.03 0.94 2.43  -0.676
C 4.43 1.82 1.55  -0.347
N 4.03 1.20 0.37  -0.109
C 4.42 -0.11 0.56  0.177
C 4.27 -1.15 -0.44  0.099
N 3.73 -1.05 -1.67  -0.162
C 3.74 -2.33 -2.19  -0.726
C 4.19 -3.25 -1.23  -0.108
N 4.57 -2.50 -0.18  0.036
H 5.35 -1.21 2.15  -0.039
H 5.21 1.06 3.52  0.352
H 4.41 2.88 1.72  0.437
H 3.46 -2.50 -3.22  0.440
H 4.32 -4.35 -1.23  0.404
H 5.03 -2.81 0.66  -0.086
N 0.43 6.43 1.23  -0.248
C 0.42 6.28 2.56  0.330
O 0.33 7.25 3.33  -0.696
C 0.48 4.87 3.11  0.612
C 0.91 4.65 4.44  -0.546
C 1.00 3.35 4.85  -0.505
C 0.58 2.30 3.97  -0.563
N 0.14 2.51 2.74  -0.074
C 0.05 3.79 2.35  0.051
H 0.69 7.34 0.90  0.269
H 0.58 5.61 0.67  0.485
H 1.22 5.52 5.05  0.416
H 1.34 3.17 5.84  0.420
H 0.56 1.31 4.33  0.547
H -0.41 3.90 1.33  -0.126
C 4.76 4.52 -1.79  -1.543
C 4.23 3.76 -3.02  0.872
C 4.40 2.22 -2.85  -0.603
C 2.83 4.20 -3.53  -1.186
N 1.77 3.95 -2.54  0.704
C 0.66 3.16 -2.52  -0.195
N 0.05 3.30 -1.36  -0.258
N 0.71 4.33 -0.76  -0.292
N 1.79 4.68 -1.38  -0.802
H 5.79 4.20 -1.57  0.437
H 4.18 4.26 -0.90  0.225
H 4.84 5.60 -1.92  0.398
H 4.88 3.95 -3.91  0.256
H 3.38 1.76 -3.04  0.150
H 4.68 1.99 -1.81  -0.065
H 5.13 1.74 -3.56  0.326
H 2.56 3.71 -4.49  0.317
H 2.83 5.28 -3.80  0.398
H 0.26 2.57 -3.36  0.299
S 5.77 -3.60 2.72  -0.446
C 4.15 -3.52 3.30  0.137
N 2.98 -3.75 2.67  0.164
C 1.82 -3.78 3.54  -0.241
C 2.45 -3.35 4.90  -0.393
N 3.80 -3.10 4.56  -0.120
H 2.96 -3.99 1.69  0.112
H 1.29 -4.75 3.57  0.208
H 1.07 -3.06 3.17  0.165
H 2.36 -4.15 5.66  0.258
H 1.90 -2.43 5.31  0.227
H 4.46 -2.70 5.19  0.184

***

# C42H55CdN10

A structure of composition C42H55CdN10 (wB97M-V/def2-TZVPD, OMol25).

The calculation puts the maximum force at 0.0128 hartree/bohr. As for the orbital gap: 6.7 eV. Its total charge is +1. As for the relative energy (zero: lowest compared OMol25 entry of this formula, charge and spin): 101.5 kJ/mol. The value obtained for the energy is -2348.6123 a.u. The spin multiplicity is 1.

Each line ends with the Mulliken charge.
CARTESIAN COORDINATES (ANGSTROEM)
Cd 1.52 0.32 1.18  4.471
N 2.64 -1.63 2.08  -0.697
C 3.71 -2.22 1.26  -0.680
C 3.47 -2.04 -0.26  -0.894
N 2.57 -0.93 -0.57  -0.307
C 2.88 -0.13 -1.76  -0.862
C 3.31 1.28 -1.35  -0.630
N 2.28 1.89 -0.50  -0.594
H 2.96 -1.53 3.04  0.231
H 1.83 -2.24 2.10  -0.145
H 3.84 -3.29 1.46  0.410
H 4.63 -1.72 1.54  0.389
H 3.10 -2.97 -0.69  0.335
H 4.45 -1.85 -0.72  0.502
H 1.63 -1.31 -0.65  0.094
H 2.00 -0.06 -2.40  0.230
H 3.68 -0.58 -2.34  0.535
H 3.53 1.87 -2.25  0.474
H 4.23 1.21 -0.76  0.053
H 1.55 2.28 -1.09  0.100
H 2.68 2.63 0.06  0.259
C 3.13 5.57 6.30  -1.627
C 2.54 4.52 5.39  0.399
C 1.16 4.39 5.21  -1.116
C 0.64 3.49 4.32  -0.528
C 1.43 2.66 3.49  0.344
N 0.83 1.84 2.54  -0.942
C -0.42 2.27 2.08  0.422
C -0.61 3.59 1.62  0.252
C -1.83 4.04 1.15  -0.929
C -2.93 3.18 1.08  0.416
C -4.26 3.66 0.56  -1.620
C -2.75 1.88 1.49  -0.307
C -1.53 1.42 1.99  -0.021
N -1.47 0.08 2.45  0.508
C -2.47 -0.59 3.06  -0.258
C -2.01 -1.85 3.35  -1.354
C -0.69 -1.85 2.87  -0.569
N -0.37 -0.68 2.33  -0.049
C 2.81 2.68 3.81  -0.841
C 3.33 3.62 4.71  -0.164
N 3.78 1.77 3.30  0.870
C 4.61 1.06 4.09  -0.433
C 5.62 0.58 3.30  -0.940
C 5.31 1.06 2.02  -0.483
N 4.20 1.78 2.02  -0.520
H 2.43 6.38 6.45  0.392
H 4.04 5.98 5.87  0.387
H 3.38 5.14 7.27  0.297
H 0.48 5.01 5.79  0.407
H -0.44 3.40 4.23  0.486
H 0.23 4.27 1.65  0.556
H -1.93 5.07 0.83  0.357
H -4.16 4.61 0.04  0.385
H -4.97 3.80 1.39  0.416
H -4.70 2.93 -0.12  0.259
H -3.58 1.18 1.40  0.486
H -3.42 -0.12 3.28  0.526
H -2.53 -2.64 3.85  0.452
H 0.01 -2.66 2.92  0.396
H 4.40 3.62 4.87  0.452
H 4.41 0.95 5.14  0.565
H 6.47 -0.02 3.60  0.462
H 5.88 0.92 1.11  0.444
C 0.45 -5.60 -4.41  -1.622
C -0.89 -5.39 -3.70  2.145
C -1.91 -4.84 -4.71  -2.014
C -1.42 -6.74 -3.18  -1.744
C -0.65 -4.44 -2.55  0.329
C 0.03 -4.86 -1.41  -0.727
C 0.33 -3.94 -0.42  -0.914
N 0.00 -2.65 -0.47  -0.234
C -0.70 -2.23 -1.53  -0.334
C -1.02 -3.10 -2.58  0.012
C -1.14 -0.81 -1.58  -0.076
C -2.24 -0.51 -2.38  -0.789
C -2.71 0.80 -2.52  0.112
C -2.01 1.77 -1.83  -0.926
C -0.93 1.40 -1.04  -1.510
N -0.48 0.15 -0.89  0.933
C -3.90 1.09 -3.41  1.909
C -5.08 0.19 -3.01  -1.609
C -3.51 0.81 -4.87  -1.593
C -4.35 2.55 -3.30  -1.807
H 0.33 -6.30 -5.24  0.450
H 1.20 -6.00 -3.73  0.367
H 0.83 -4.65 -4.81  0.364
H -2.06 -5.57 -5.50  0.458
H -1.56 -3.92 -5.18  0.386
H -2.87 -4.65 -4.23  0.430
H -1.70 -7.37 -4.02  0.460
H -2.31 -6.59 -2.56  0.395
H -0.68 -7.28 -2.60  0.350
H 0.35 -5.89 -1.29  0.360
H 0.87 -4.27 0.46  0.401
H -1.54 -2.71 -3.44  0.468
H -2.75 -1.31 -2.89  0.646
H -2.29 2.81 -1.87  0.669
H -0.42 2.17 -0.47  0.458
H -4.87 -0.86 -3.19  0.321
H -5.96 0.46 -3.60  0.475
H -5.32 0.32 -1.95  0.313
H -3.24 -0.24 -5.01  0.318
H -2.66 1.43 -5.17  0.373
H -4.35 1.03 -5.53  0.440
H -4.64 2.80 -2.28  0.196
H -5.22 2.71 -3.95  0.471
H -3.57 3.24 -3.63  0.380

***

# C42H55IN7OP4S2Zn

A structure of composition C42H55IN7OP4S2Zn (wB97M-V/def2-TZVPD, OMol25).

The calculation puts the maximum force at 0.0087 hartree/bohr. As for the orbital gap: 6.4 eV. Its total charge is +1. As for the relative energy (zero: lowest compared OMol25 entry of this formula, charge and spin): 0.0 kJ/mol. The value obtained for the energy is -6330.7157 a.u. The spin multiplicity is 1.

Each line ends with the Mulliken charge.
CARTESIAN COORDINATES (ANGSTROEM)
Zn 1.31 1.02 1.10  -0.721
S 0.73 -1.04 0.41  0.244
P -1.49 -1.36 -1.43  -0.331
C -0.14 -0.29 -1.03  -0.294
P 0.96 0.54 -2.05  1.836
S 2.19 1.77 -0.98  -0.831
C 0.11 1.63 -3.22  0.228
C -1.08 2.24 -2.82  -0.234
C -1.71 3.15 -3.65  -1.005
C -1.15 3.48 -4.87  -0.752
C 0.05 2.90 -5.26  -0.811
C 0.68 1.98 -4.44  -0.344
C 2.01 -0.55 -3.06  0.238
C 3.26 -0.96 -2.60  -0.724
C 3.97 -1.94 -3.28  -0.742
C 3.44 -2.52 -4.43  -0.593
C 2.20 -2.11 -4.90  -0.978
C 1.49 -1.14 -4.21  -0.226
C -0.81 -2.89 -2.21  0.830
C -1.67 -3.81 -2.82  -0.437
C -1.24 -5.08 -3.15  -0.817
C 0.06 -5.48 -2.86  -0.585
C 0.93 -4.58 -2.25  -1.306
C 0.49 -3.30 -1.93  0.039
C -2.50 -0.65 -2.78  0.441
C -3.59 0.12 -2.40  -0.601
C -4.40 0.73 -3.35  -0.699
C -4.13 0.56 -4.70  -0.566
C -3.06 -0.23 -5.09  -0.775
C -2.25 -0.83 -4.13  0.169
H -1.51 1.97 -1.86  0.811
H -2.64 3.60 -3.33  0.502
H -1.64 4.20 -5.52  0.433
H 0.49 3.16 -6.22  0.433
H 1.61 1.54 -4.75  0.512
H 3.68 -0.50 -1.72  0.370
H 4.95 -2.24 -2.92  0.440
H 4.00 -3.28 -4.96  0.411
H 1.78 -2.56 -5.79  0.441
H 0.51 -0.84 -4.58  0.508
H -2.69 -3.52 -3.04  0.472
H -1.92 -5.77 -3.65  0.413
H 0.40 -6.48 -3.13  0.467
H 1.95 -4.87 -2.05  0.494
H 1.19 -2.60 -1.47  0.185
H -3.81 0.25 -1.34  0.376
H -5.25 1.32 -3.03  0.434
H -4.77 1.03 -5.44  0.421
H -2.85 -0.37 -6.14  0.434
H -1.43 -1.46 -4.46  0.344
I 3.54 0.14 3.20  0.027
C 1.67 0.10 4.14  -0.129
C 1.53 -0.27 5.47  -0.607
C 0.24 -0.28 5.98  -0.389
C -0.82 0.09 5.17  -0.798
C -0.56 0.45 3.86  -0.804
N 0.68 0.45 3.36  0.994
H 2.39 -0.55 6.06  0.535
H 0.08 -0.56 7.01  0.491
H -1.84 0.09 5.54  0.508
H -1.35 0.74 3.18  0.473
C -0.76 -6.30 1.92  -0.767
N -0.41 -5.16 0.97  0.188
C -1.72 -4.48 0.53  0.291
N -2.49 -4.08 1.65  0.258
C -2.76 -5.20 2.53  -0.976
N -1.53 -5.83 3.02  0.116
C -0.79 -4.93 3.91  -1.086
P -0.23 -3.34 3.11  0.465
C 0.53 -4.19 1.63  0.111
C -1.87 -2.94 2.35  0.121
H 0.18 -6.74 2.25  0.411
H -1.33 -7.02 1.34  0.370
H 0.03 -5.53 0.13  0.202
H -2.24 -5.22 -0.08  0.458
H -1.44 -3.62 -0.08  -1.046
H -3.33 -5.95 1.98  0.310
H -3.35 -4.86 3.38  0.380
H 0.08 -5.46 4.32  0.449
H -1.43 -4.68 4.76  0.418
H 1.41 -4.75 1.94  0.561
H 0.81 -3.44 0.89  -0.408
H -1.75 -2.11 1.64  -0.307
H -2.54 -2.62 3.15  0.698
C 1.50 4.69 4.77  -0.934
N 0.63 4.81 3.60  0.276
C -0.78 4.74 3.94  -0.974
P 1.15 4.27 2.13  -1.145
O 1.10 2.78 1.95  1.462
N 0.09 4.96 1.08  0.635
C -0.20 6.39 1.11  -1.070
C -0.13 4.36 -0.24  -0.512
N 2.70 4.79 2.04  0.636
C 3.79 3.99 1.50  -0.804
C 3.01 6.21 2.12  -1.103
H 1.27 3.77 5.32  0.216
H 1.33 5.53 5.44  0.306
H 2.54 4.67 4.48  0.329
H -1.00 3.83 4.52  0.225
H -1.40 4.73 3.05  0.341
H -1.06 5.60 4.55  0.327
H -0.05 6.79 2.12  0.409
H -1.24 6.55 0.83  0.322
H 0.44 6.95 0.42  0.274
H -0.04 3.28 -0.19  -0.539
H 0.59 4.72 -0.98  0.305
H -1.13 4.62 -0.57  0.463
H 3.55 2.93 1.56  -0.072
H 4.69 4.17 2.10  0.270
H 4.00 4.24 0.46  0.271
H 2.20 6.76 2.60  0.335
H 3.18 6.64 1.13  0.291
H 3.91 6.36 2.71  0.385

***

# C42H56BCuN4O2

A structure of composition C42H56BCuN4O2 at a distorted geometry (wB97M-V/def2-TZVPD, OMol25).

Its expectation value of S² is 0.76. The calculation puts the maximum force at 0.0773 hartree/bohr. As for the orbital gap (spin up / spin down): 5.4 / 5.8 eV. Its total charge is -1. As for the relative energy (zero: lowest compared OMol25 entry of this formula, charge and spin): 0.0 kJ/mol. The value obtained for the energy is -3668.9079 a.u. The spin multiplicity is 2.

Each line ends with the Mulliken charge.
CARTESIAN COORDINATES (ANGSTROEM)
Cu -0.40 -0.37 0.12  -0.533
C -0.78 -4.67 -4.63  -1.125
C -0.84 -3.18 -4.78  -0.885
C -0.08 -2.55 -3.56  -0.217
C 1.17 -2.09 -3.49  0.522
C 2.19 -1.98 -4.62  -0.696
C 3.12 -3.19 -4.51  -1.364
C 1.35 -1.60 -2.05  0.110
C 2.47 -1.03 -1.62  0.275
C 2.70 -0.59 -0.28  0.037
C 3.91 0.02 0.16  0.116
C 5.17 0.13 -0.68  -0.956
C 5.93 -1.21 -0.85  -1.060
C 3.61 0.58 1.32  0.758
C 2.23 0.31 1.58  0.149
C 1.47 0.81 2.61  -0.938
C 0.13 0.93 2.84  0.335
N -0.78 0.36 2.06  -0.320
C -2.00 0.50 2.63  -0.199
C -3.13 -0.22 2.19  -0.535
C -3.32 -1.00 1.09  0.631
N -2.26 -1.37 0.26  -0.588
C -2.79 -2.05 -0.80  -0.099
C -2.13 -2.48 -1.96  -0.788
C -0.74 -2.28 -2.28  0.704
N 0.12 -1.76 -1.37  -0.757
C -4.26 -2.22 -0.55  1.382
C -4.60 -1.64 0.63  -0.549
C -5.89 -1.66 1.37  -0.647
C -5.78 -2.29 2.74  -1.145
C -5.19 -2.84 -1.51  -1.051
C -4.99 -4.34 -1.70  -1.166
C -1.87 1.31 3.84  0.499
C -0.50 1.53 3.97  0.800
C 0.22 2.27 5.12  -1.190
C 0.57 1.33 6.26  -1.173
C -2.93 1.66 4.91  -1.103
C -3.93 2.75 4.45  -1.263
N 1.70 -0.38 0.61  -0.390
C 4.54 1.44 2.14  -0.944
C 5.15 0.90 3.42  -1.495
H -1.39 -5.15 -5.39  0.384
H -1.15 -4.97 -3.57  0.246
H 0.23 -4.96 -4.75  0.259
H -1.89 -2.84 -4.90  0.365
H -0.34 -2.80 -5.72  0.316
H 2.84 -1.09 -4.49  0.100
H 1.61 -1.74 -5.54  0.472
H 3.34 -3.42 -3.46  0.308
H 4.08 -2.97 -4.97  0.435
H 2.62 -4.06 -4.89  0.296
H 3.42 -1.08 -2.18  0.333
H 5.76 0.94 -0.24  0.510
H 4.87 0.57 -1.68  0.181
H 6.17 -1.69 0.09  0.359
H 6.84 -1.11 -1.55  0.333
H 5.21 -1.88 -1.36  0.143
H 2.08 1.32 3.28  0.419
H -4.02 0.03 2.75  0.492
H -2.71 -2.94 -2.64  0.821
H -6.58 -2.34 0.81  0.233
H -6.37 -0.69 1.39  0.355
H -5.10 -1.74 3.41  0.226
H -5.48 -3.33 2.68  0.304
H -6.76 -2.29 3.26  0.390
H -5.00 -2.32 -2.47  0.339
H -6.22 -2.75 -1.23  0.414
H -3.99 -4.67 -2.02  0.296
H -5.74 -4.64 -2.42  0.355
H -5.17 -4.86 -0.79  0.348
H -0.22 3.26 5.28  0.488
H 1.18 2.67 4.77  0.483
H -0.20 0.52 6.36  0.300
H 0.56 1.96 7.19  0.290
H 1.54 0.88 6.13  0.330
H -2.46 2.00 5.78  0.436
H -3.45 0.74 5.20  0.426
H -3.29 3.64 4.25  0.310
H -4.62 2.99 5.22  0.414
H -4.46 2.56 3.53  0.300
H 4.09 2.43 2.45  0.265
H 5.41 1.77 1.59  0.623
H 4.38 0.76 4.18  0.204
H 5.84 1.56 3.91  0.466
H 5.74 0.02 3.29  0.345
C 1.97 4.36 -0.44  -1.995
C 0.79 3.60 -0.97  1.385
C -0.49 4.41 -0.80  -2.158
O 0.71 2.42 -0.12  0.269
B 0.09 1.37 -0.78  0.453
O 0.10 1.75 -2.15  -0.687
C 0.92 2.94 -2.30  2.220
C 0.38 3.76 -3.45  -2.042
C 2.36 2.45 -2.56  -1.499
H 1.65 4.86 0.49  0.487
H 2.40 5.16 -1.10  0.214
H 2.72 3.71 -0.07  0.383
H -0.53 4.95 0.18  0.421
H -1.42 3.82 -0.95  0.268
H -0.49 5.30 -1.48  0.436
H -0.54 4.23 -3.14  0.482
H 0.34 3.26 -4.39  0.472
H 1.04 4.65 -3.60  0.309
H 2.78 1.78 -1.80  -0.028
H 3.05 3.25 -2.64  0.425
H 2.38 1.83 -3.48  0.329